Record 1
A structure of composition C34H76F3GaIO12S5 at a distorted geometry, computed with ωB97M-V/def2-TZVPD.

- E (eV) = -183864.7176
- total charge = -1
- HOMO-LUMO gap (eV) = 6.591
- LUMO energy (eV) = 1.65
- HOMO (eV) = -4.940

CARTESIAN COORDINATES (ANGSTROEM)
C (-3.96, -1.56, 2.77)
C (-3.07, -2.81, 2.72)
C (-1.59, -2.56, 2.98)
C (-0.87, -1.79, 1.88)
C (-1.08, -0.28, 1.82)
C (-0.94, 0.46, 3.11)
C (-1.32, 1.92, 2.93)
C (-1.42, 2.62, 4.27)
C (-1.53, 4.15, 4.11)
C (-2.92, 4.77, 4.35)
C (-3.63, 5.32, 3.05)
C (-4.88, 4.57, 2.54)
C (-4.92, 4.31, 1.01)
C (-5.26, 2.87, 0.55)
C (-6.30, 2.97, -0.59)
Ga (-5.56, 2.88, -2.51)
C (-4.98, 0.97, -2.94)
C (-3.51, 0.59, -2.75)
C (-2.74, 0.31, -4.03)
I (-2.94, 1.73, -5.61)
C (-4.22, 4.35, -2.96)
S (-2.65, 4.25, -2.06)
C (-2.00, 5.94, -2.10)
C (-1.71, 6.40, -0.68)
C (-7.22, 3.24, -3.74)
F (-7.05, 2.71, -4.99)
F (-7.37, 4.57, -4.00)
F (-8.40, 2.79, -3.31)
H (-3.51, -0.76, 3.33)
H (-4.92, -1.79, 3.22)
H (-4.09, -1.20, 1.77)
H (-3.16, -3.33, 1.78)
H (-3.41, -3.49, 3.50)
H (-1.41, -2.14, 3.97)
H (-1.13, -3.55, 3.00)
H (0.20, -1.99, 2.00)
H (-1.16, -2.25, 0.95)
H (-0.40, 0.10, 1.07)
H (-2.07, -0.08, 1.43)
H (0.08, 0.43, 3.49)
H (-1.57, 0.04, 3.88)
H (-0.60, 2.40, 2.29)
H (-2.30, 2.03, 2.48)
H (-0.57, 2.36, 4.89)
H (-2.30, 2.23, 4.76)
H (-1.19, 4.37, 3.11)
H (-0.88, 4.60, 4.85)
H (-3.57, 4.04, 4.82)
H (-2.82, 5.63, 5.00)
H (-2.86, 5.34, 2.30)
H (-3.90, 6.35, 3.24)
H (-5.08, 3.68, 3.12)
H (-5.69, 5.26, 2.75)
H (-5.60, 4.98, 0.51)
H (-3.94, 4.55, 0.63)
H (-4.40, 2.26, 0.31)
H (-5.75, 2.39, 1.40)
H (-6.95, 3.82, -0.43)
H (-6.95, 2.10, -0.53)
H (-5.34, 0.72, -3.93)
H (-5.54, 0.33, -2.26)
H (-3.51, -0.37, -2.27)
H (-2.96, 1.26, -2.09)
H (-1.69, 0.13, -3.83)
H (-3.14, -0.62, -4.40)
H (-4.69, 5.29, -2.68)
H (-4.03, 4.42, -4.02)
H (-2.71, 6.61, -2.56)
H (-1.09, 6.00, -2.68)
H (-2.63, 6.48, -0.12)
H (-1.14, 5.62, -0.19)
H (-1.17, 7.35, -0.64)
O (0.40, -1.04, -4.69)
S (0.90, -1.88, -5.73)
O (0.36, -3.19, -5.95)
O (2.48, -1.99, -5.57)
C (2.95, -2.45, -4.29)
C (2.80, -3.95, -4.11)
C (0.87, -1.00, -7.26)
H (2.46, -1.91, -3.49)
H (4.01, -2.19, -4.25)
H (1.75, -4.24, -4.08)
H (3.27, -4.27, -3.18)
H (3.25, -4.48, -4.95)
H (1.31, -0.02, -7.10)
H (-0.17, -0.91, -7.55)
H (1.43, -1.57, -8.00)
O (2.59, -0.93, 0.27)
S (3.07, 0.06, -0.65)
O (4.30, -0.13, -1.36)
O (3.10, 1.47, 0.08)
C (3.83, 1.57, 1.32)
C (5.34, 1.60, 1.11)
C (1.79, 0.46, -1.80)
H (3.54, 0.76, 1.99)
H (3.51, 2.50, 1.78)
H (5.70, 0.66, 0.71)
H (5.85, 1.80, 2.05)
H (5.60, 2.38, 0.39)
H (0.87, 0.64, -1.25)
H (1.67, -0.38, -2.47)
H (2.09, 1.34, -2.36)
O (4.21, -1.87, 5.41)
S (4.27, -2.06, 3.99)
O (3.08, -2.05, 3.19)
O (5.08, -3.39, 3.66)
C (4.66, -4.63, 4.26)
C (3.39, -5.17, 3.63)
C (5.43, -0.93, 3.29)
H (4.54, -4.51, 5.34)
H (5.48, -5.32, 4.10)
H (2.54, -4.53, 3.84)
H (3.17, -6.17, 4.01)
H (3.50, -5.22, 2.54)
H (6.34, -0.97, 3.87)
H (4.98, 0.06, 3.34)
H (5.61, -1.21, 2.26)
O (6.60, -3.92, -1.12)
S (5.52, -4.83, -0.93)
O (5.22, -5.35, 0.37)
O (5.69, -6.05, -1.95)
C (6.94, -6.76, -1.93)
C (7.06, -7.69, -0.74)
C (4.05, -4.16, -1.63)
H (7.77, -6.06, -1.98)
H (6.96, -7.35, -2.85)
H (7.12, -7.13, 0.19)
H (7.97, -8.30, -0.82)
H (6.20, -8.35, -0.67)
H (4.26, -3.79, -2.63)
H (3.73, -3.34, -0.99)
H (3.29, -4.93, -1.65)

Mulliken atomic charge list, values in e, 5 entries: number 1, C, carries -0.857; number 2, C, carries -0.671; number 3, C, carries -0.793; number 4, C, carries -0.598; number 5, C, carries 0.315

Record 2
A cluster of 4 separate species, C34H77F4N4O13P2 in total at a distorted geometry, computed with ωB97M-V/def2-TZVPD.

- E (eV) = -98529.9572
- total charge = -1
- HOMO-LUMO gap (eV) = 6.252
- LUMO energy (eV) = 2.24
- HOMO (eV) = -4.012

CARTESIAN COORDINATES (ANGSTROEM)
C (6.97, -2.52, 1.91)
C (5.48, -2.71, 2.05)
O (4.81, -2.56, 0.79)
C (3.77, -1.66, 0.84)
O (3.96, -0.52, 1.03)
C (2.43, -2.30, 0.61)
C (1.29, -1.30, 0.66)
C (0.11, -1.77, -0.22)
C (-0.98, -2.58, 0.58)
C (-1.44, -3.63, -0.45)
C (-2.46, -4.66, 0.01)
O (-3.49, -4.11, 0.81)
C (-3.13, -5.27, -1.26)
N (-3.94, -4.28, -2.00)
O (-0.33, -3.14, 1.67)
P (-1.11, -2.86, 3.20)
F (-1.74, -4.44, 3.04)
P (-2.20, -2.94, 5.15)
C (-4.01, -2.67, 4.80)
O (-1.68, -1.62, 6.11)
O (-2.42, -2.08, 2.39)
C (-2.04, -1.58, 1.12)
C (-1.64, -0.12, 1.32)
C (-2.76, 0.72, 1.95)
O (-3.54, 1.41, 0.96)
C (-4.39, 0.55, 0.27)
C (-5.74, 1.21, 0.00)
F (-5.59, 2.50, -0.19)
F (-6.31, 0.71, -1.07)
F (-6.57, 1.05, 1.01)
H (7.43, -2.70, 2.88)
H (7.17, -1.48, 1.65)
H (7.40, -3.20, 1.18)
H (5.29, -3.72, 2.42)
H (5.06, -1.99, 2.75)
H (2.51, -2.79, -0.36)
H (2.31, -3.10, 1.34)
H (1.68, -0.38, 0.23)
H (0.99, -1.06, 1.68)
H (-0.33, -0.95, -0.78)
H (0.55, -2.41, -0.98)
H (-1.76, -3.09, -1.35)
H (-0.55, -4.18, -0.73)
H (-1.97, -5.49, 0.52)
H (-4.34, -4.49, 0.54)
H (-2.32, -5.59, -1.92)
H (-3.75, -6.11, -0.98)
H (-3.85, -3.36, -1.57)
H (-4.92, -4.50, -1.92)
H (-0.53, -1.55, 3.41)
H (0.05, -3.34, 3.92)
H (-4.23, -1.69, 4.35)
H (-4.39, -3.47, 4.17)
H (-4.54, -2.71, 5.75)
H (-2.08, -1.81, 6.97)
H (-2.93, -1.74, 0.50)
H (-0.77, -0.01, 1.95)
H (-1.44, 0.36, 0.36)
H (-2.31, 1.49, 2.56)
H (-3.39, 0.13, 2.61)
H (-3.95, 0.36, -0.72)
H (-4.57, -0.39, 0.78)
C (0.80, -3.33, -3.97)
O (-0.40, -4.09, -4.01)
C (-1.57, -3.28, -4.16)
C (-2.25, -3.59, -5.47)
N (-1.45, -3.09, -6.60)
C (-1.93, -3.53, -7.90)
C (-1.84, -5.02, -8.22)
O (-0.51, -5.51, -8.33)
C (0.07, -5.95, -7.12)
H (1.62, -4.03, -3.78)
H (0.98, -2.83, -4.93)
H (0.77, -2.59, -3.17)
H (-1.35, -2.22, -4.06)
H (-2.26, -3.56, -3.35)
H (-3.23, -3.11, -5.49)
H (-2.39, -4.67, -5.53)
H (-0.50, -3.41, -6.48)
H (-1.35, -3.00, -8.65)
H (-2.97, -3.21, -8.02)
H (-2.29, -5.17, -9.21)
H (-2.42, -5.64, -7.52)
H (-0.67, -6.37, -6.44)
H (0.61, -5.14, -6.62)
H (0.80, -6.73, -7.36)
C (8.09, 2.53, -1.48)
O (6.78, 2.18, -1.88)
C (6.04, 1.51, -0.86)
C (4.85, 2.35, -0.42)
N (5.30, 3.53, 0.31)
C (4.23, 4.49, 0.58)
C (3.61, 5.21, -0.61)
O (4.50, 6.10, -1.28)
C (5.27, 5.51, -2.31)
H (8.59, 2.97, -2.34)
H (8.07, 3.28, -0.67)
H (8.65, 1.65, -1.15)
H (6.67, 1.25, 0.00)
H (5.66, 0.58, -1.29)
H (4.21, 1.75, 0.21)
H (4.29, 2.63, -1.33)
H (6.02, 4.00, -0.22)
H (4.65, 5.25, 1.25)
H (3.44, 3.99, 1.14)
H (2.81, 5.84, -0.23)
H (3.14, 4.52, -1.32)
H (4.74, 4.70, -2.81)
H (6.23, 5.14, -1.92)
H (5.49, 6.28, -3.04)
C (-4.16, 4.72, 2.04)
O (-4.16, 5.73, 3.04)
C (-4.12, 5.21, 4.37)
C (-2.83, 5.61, 5.05)
N (-1.70, 4.91, 4.45)
C (-0.40, 5.39, 4.90)
C (0.01, 6.81, 4.50)
O (0.21, 6.97, 3.10)
C (-0.94, 7.32, 2.36)
H (-4.27, 5.21, 1.08)
H (-3.22, 4.17, 2.05)
H (-4.99, 4.03, 2.18)
H (-4.26, 4.13, 4.38)
H (-4.96, 5.66, 4.91)
H (-2.89, 5.37, 6.11)
H (-2.73, 6.70, 4.95)
H (-1.75, 5.01, 3.45)
H (0.35, 4.70, 4.50)
H (-0.35, 5.31, 5.99)
H (0.98, 7.01, 4.96)
H (-0.68, 7.57, 4.88)
H (-1.63, 7.93, 2.94)
H (-1.45, 6.43, 1.99)
H (-0.61, 7.90, 1.50)

Mulliken atomic charge list, values in e, 5 entries: number 1, C, carries -1.125; number 2, C, carries -0.146; number 3, O, carries -0.353; number 4, C, carries 0.435; number 5, O, carries -0.539